Here is the molecule C20H21F3N2O3S2 in a non-equilibrium geometry from the Open Molecules 2025 dataset. Energies are from wB97M-V/def2-TZVPD.

Computed properties:
HOMO-LUMO gap ... 8.6560 eV
Spin multiplicity ... 1
SMILES string ... C[C@H](Sc1ccccc1)C(=O)N1CCN(S(=O)(=O)c2ccccc2C(F)(F)F)CC1
Total energy ... -2205.95092 Ha
Molar mass ... 458.5 g/mol
E_HOMO ... -8.49 eV

```
51
Properties=species:S:1:pos:R:3:forces:R:3
C -4.127854 2.394157 0.222774 0.07 0.04 -0.05
C -2.860741 1.643360 -0.143144 -0.33 -0.38 0.36
C -1.632627 2.525829 0.075431 -0.09 -0.14 -0.22
O -1.721209 3.580850 0.670759 -0.18 0.20 0.22
N -0.464100 2.104316 -0.462838 0.29 0.10 -0.02
C -0.168881 0.823411 -1.061470 0.03 -0.46 -0.14
H -1.069442 0.237088 -1.226589 0.03 0.07 -0.01
C 0.782980 0.039071 -0.144881 -0.45 -0.28 -0.39
N 1.971043 0.801659 0.167073 0.88 -0.02 -0.60
S 3.160233 0.746868 -1.007823 -0.15 -0.62 0.17
O 2.591110 0.564117 -2.316020 -0.07 -0.16 0.10
O 4.067446 1.829519 -0.814157 0.01 0.15 0.23
C 3.960482 -0.822469 -0.595951 -0.28 0.35 -0.24
C 3.645832 -1.896951 -1.409116 -0.08 0.07 -0.17
C 4.201477 -3.144680 -1.180105 0.08 0.01 0.12
C 5.087506 -3.315957 -0.130468 -0.06 0.00 -0.10
C 5.416191 -2.244183 0.682019 -0.11 0.27 -0.02
C 4.850431 -0.992735 0.457390 0.17 0.02 0.23
C 5.263652 0.151375 1.347899 0.40 0.20 0.57
F 6.146599 0.965377 0.762100 0.04 0.01 -0.22
F 5.869520 -0.292066 2.468296 0.05 -0.30 0.06
F 4.237346 0.895580 1.774957 -0.15 0.00 -0.03
H 6.113461 -2.375889 1.494863 0.01 0.04 0.04
H 5.532365 -4.281005 0.055965 0.04 -0.09 0.01
H 3.948272 -3.974347 -1.821783 -0.03 -0.06 -0.06
H 2.975683 -1.721976 -2.235914 -0.06 -0.08 -0.09
C 1.674418 2.115061 0.706902 0.11 0.62 -0.07
H 2.620450 2.640996 0.818998 -0.12 0.11 0.15
C 0.736601 2.884918 -0.223443 0.11 0.27 0.35
H 0.438218 3.833692 0.224325 0.11 -0.10 -0.12
H 1.241049 3.062324 -1.179141 -0.04 0.05 0.04
H 1.212849 1.977931 1.688367 0.02 -0.01 -0.03
H 1.092556 -0.886169 -0.631030 -0.18 -0.12 0.06
H 0.275636 -0.198952 0.795458 0.08 -0.03 -0.09
H 0.335229 0.992713 -2.019325 -0.17 -0.04 0.10
H -2.888093 1.299983 -1.179643 0.07 0.05 0.03
S -2.650297 0.170543 0.947059 -0.01 0.10 -0.07
C -4.066484 -0.834444 0.572745 0.22 0.22 0.03
C -4.681551 -0.861277 -0.670574 0.01 -0.01 0.00
C -5.769130 -1.691164 -0.879531 -0.06 -0.02 -0.07
C -6.237543 -2.506337 0.136055 -0.06 -0.06 0.00
C -5.610021 -2.491578 1.371470 -0.04 -0.09 -0.01
C -4.531555 -1.657446 1.592902 0.09 0.10 -0.05
H -4.040475 -1.631606 2.553538 0.00 0.01 0.15
H -5.967215 -3.125602 2.169096 -0.03 -0.05 0.07
H -7.086815 -3.150252 -0.034654 -0.07 -0.05 -0.01
H -6.248266 -1.700518 -1.847460 -0.05 -0.01 -0.07
H -4.325828 -0.243705 -1.481067 0.04 0.07 -0.05
H -4.998641 1.746350 0.144253 -0.01 -0.01 -0.03
H -4.253097 3.244377 -0.444407 -0.06 0.09 -0.04
H -4.048784 2.769859 1.239830 -0.02 0.01 -0.01
```
Forces are in eV/Å.